No. 1
The following is a quantum chemistry calculation of a cluster of 5 separate species, C43H47ClN4O19PS2 in total, from the Open Molecules 2025 dataset.

The value obtained for the calculated total energy is -4912.6581 hartree. As for the total charge: +1. As for the gap between HOMO and LUMO: 0.268 Eh.

Positions of all 117 atoms, in Å:
C1 3.35702 3.64018 3.89914
C2 3.88303 3.75859 2.69332
C3 4.61796 3.81033 1.27062
C4 4.47627 2.39274 0.50019
C5 3.88084 2.51700 -0.99722
C6 2.49496 1.66118 -1.21838
C7 2.93241 0.10468 -1.12634
C8 1.75234 -0.93429 -0.77276
C9 2.33154 -2.35247 -0.16680
S1 1.79070 -2.68374 1.58247
C10 -0.04309 -2.89850 1.69077
S2 -0.68020 -3.48046 3.15286
N1 -1.01834 -2.57466 0.62338
C11 -0.98893 -2.74631 -0.83020
C12 -2.29696 -2.16936 -1.47749
N2 -3.05702 -1.70400 -0.30495
C13 -2.30897 -1.93167 0.91438
C14 1.44843 2.15382 -0.09491
N3 0.05876 2.50544 -0.65454
C15 -0.90104 2.20712 0.51344
C16 -2.41829 2.68954 0.25246
C17 -3.51226 1.46726 0.33138
Cl1 -2.88851 3.83270 1.65474
P1 0.09525 4.23792 -1.06567
O1 1.46173 4.73764 -1.60130
O2 -1.08409 4.74411 -2.19054
O3 -0.18105 5.13022 0.39875
C18 -0.37271 1.59053 -1.77639
C19 0.71128 1.41195 -2.96089
N4 2.08060 1.92964 -2.63510
H1 2.99451 3.33884 4.94355
H2 4.23725 4.67551 0.61304
H3 5.74470 3.97722 1.46376
H4 3.83721 1.69309 1.17187
H5 5.51037 1.85845 0.41064
H6 3.79322 3.60890 -1.34100
H7 4.65236 2.01620 -1.71969
H8 3.80923 -0.11028 -0.40825
H9 3.31900 -0.18942 -2.18921
H10 0.97836 -0.56411 -0.00745
H11 1.15578 -1.24612 -1.72468
H12 2.03967 -3.26150 -0.80953
H13 3.47647 -2.25464 -0.16371
H14 -0.08354 -3.20989 -1.39586
H15 -2.55323 -2.12789 -2.59454
H16 -2.69226 -1.62993 1.95385
H17 1.29343 1.41770 0.78144
H18 1.83883 3.13851 0.39853
H19 -0.45581 2.75035 1.44070
H20 -0.88601 1.07390 0.79703
H21 -2.60985 3.20164 -0.75706
H22 -3.29902 0.74871 1.20226
H23 -3.41773 0.92460 -0.69917
H24 -4.59207 1.88706 0.38982
H25 -1.63385 4.00088 -2.53886
H26 -0.39351 6.04657 0.05069
H27 -0.54249 0.54183 -1.28981
H28 -1.37583 1.86850 -2.26417
H29 0.32189 2.05193 -3.85832
H30 0.81265 0.32942 -3.35227
H31 2.78283 1.59907 -3.31801
C20 6.39309 -4.89454 -0.23298
C21 7.65341 -5.21607 0.06906
C22 8.19584 -5.02046 1.44379
O4 9.34543 -5.34207 1.69059
C23 7.30871 -4.43490 2.45631
C24 6.05025 -4.11063 2.15288
C25 5.50037 -4.33188 0.78545
O5 4.33625 -4.03993 0.54582
O6 5.21549 -3.56221 3.08758
O7 8.49474 -5.73811 -0.87079
H32 5.98622 -5.03343 -1.22608
H33 7.71972 -4.28168 3.44536
H34 4.36470 -3.42029 2.62601
H35 9.34385 -5.88620 -0.40661
C26 -5.82315 5.84575 -0.06557
C27 -5.22576 5.97200 -1.25052
C28 -5.67765 6.98652 -2.24354
O8 -5.09501 7.08692 -3.31161
C29 -6.82487 7.83097 -1.89067
C30 -7.42610 7.70236 -0.70509
C31 -6.95595 6.70614 0.29830
O9 -7.51500 6.62617 1.37901
O10 -8.49628 8.48063 -0.36646
O11 -4.16910 5.17181 -1.60247
H36 -5.50241 5.11383 0.66441
H37 -7.15423 8.55141 -2.62755
H38 -8.74852 8.19824 0.53604
H39 -3.91482 5.45986 -2.50290
C32 -4.01381 -3.36845 7.29482
C33 -3.40584 -3.23307 6.11411
C34 -3.85532 -2.21127 5.12384
O12 -3.26688 -2.09837 4.05956
C35 -5.00781 -1.37381 5.47437
C36 -5.61709 -1.51260 6.65388
C37 -5.15150 -2.51382 7.65415
O13 -5.71973 -2.60163 8.72967
O14 -6.69218 -0.74039 6.98961
O15 -2.34481 -4.02930 5.77106
H40 -3.69747 -4.10329 8.02344
H41 -5.33443 -0.64923 4.74028
H42 -6.95008 -1.03011 7.88845
H43 -2.07383 -3.74407 4.87293
C38 -0.07266 -4.75871 -4.34626
C39 -0.43426 -5.48255 -5.40868
C40 0.48461 -5.67216 -6.56731
O16 0.13065 -6.35432 -7.51301
C41 1.79609 -5.01388 -6.51987
C42 2.15505 -4.28803 -5.45931
C43 1.24702 -4.12154 -4.28981
O17 1.61569 -3.46380 -3.32557
O18 3.37323 -3.66796 -5.40483
O19 -1.66034 -6.07821 -5.47417
H44 -0.72909 -4.61503 -3.49769
H45 2.44668 -5.14456 -7.37445
H46 3.39366 -3.21052 -4.54070
H47 -1.67903 -6.54173 -6.33635


No. 2
The following is a quantum chemistry calculation of a structure of composition C43H47GeIN3O4SSeY, from the Open Molecules 2025 dataset.

The value obtained for the calculated total energy is -7344.5436 hartree. As for the gap between HOMO and LUMO: 0.273 Eh. The calculation puts the energy above the lowest of the compared OMol25 structures with the same formula, charge and spin at 0.00 kcal per mole.

Positions of all 102 atoms, in Å:
Y1 -1.14680 -1.04265 -0.46094
C1 -3.69486 3.03972 -0.30641
C2 -2.63304 3.15364 -1.36419
N1 -2.47045 4.32271 -1.95835
C3 -1.58608 4.41447 -2.99019
C4 -0.85849 3.36414 -3.42453
C5 0.06422 3.63388 -4.57359
O1 -0.29163 2.97607 -5.76033
C6 -0.93659 2.10801 -2.77696
C7 -0.14330 1.01353 -3.26793
N2 -0.03206 -0.17334 -2.78408
C8 0.85199 -1.01949 -3.49404
C9 2.07675 -0.48997 -3.92686
C10 3.01459 -1.24600 -4.57253
C11 2.79783 -2.62952 -4.84474
C12 1.61916 -3.20253 -4.33074
C13 0.66995 -2.39410 -3.65885
I1 -0.91985 -3.41426 -2.78637
C14 -1.80821 2.02491 -1.68482
O2 -1.92443 0.95348 -0.95017
H1 -4.22818 4.01339 -0.29452
H2 -3.21769 2.86627 0.69244
H3 -4.37597 2.25997 -0.50193
H4 -1.43594 5.40555 -3.41038
H5 1.09299 3.27453 -4.41790
H6 0.16316 4.69733 -4.79799
H7 -1.20884 3.11234 -5.93484
H8 0.38244 1.19582 -4.22098
H9 2.24209 0.56547 -3.70282
H10 4.02474 -0.92241 -4.78826
H11 3.55778 -3.22856 -5.35044
H12 1.47544 -4.27776 -4.30774
C15 0.18549 6.57526 2.29386
Ge1 0.97428 4.85307 2.69612
C16 0.35711 4.35723 4.48610
C17 2.85746 5.31841 2.73749
C18 0.59787 3.52745 1.32817
Se1 0.64951 1.68757 1.93551
C19 -1.18916 1.74635 2.55661
H13 0.42953 7.26202 3.10943
H14 -0.89941 6.56798 2.18367
H15 0.61691 7.09369 1.44553
H16 0.87028 5.01719 5.22415
H17 0.64622 3.38605 4.78673
H18 -0.73950 4.43221 4.49536
H19 3.01897 6.07332 3.50053
H20 3.19055 5.73240 1.82665
H21 3.50225 4.44869 2.98641
H22 1.33850 3.60259 0.52779
H23 -0.39775 3.67117 0.85725
H24 -1.36965 2.73693 2.97851
H25 -1.39220 0.88475 3.17348
H26 -1.82307 1.72179 1.69716
C20 -1.66938 -3.46482 2.76141
C21 -0.56369 -2.47206 2.48303
C22 -0.06361 -1.79527 3.73159
O3 -0.94255 -1.55231 1.54352
H27 -1.30574 -4.40360 3.16383
H28 -2.18330 -3.56683 1.81531
H29 -2.34437 -3.03758 3.48061
H30 0.24798 -3.11025 2.02527
H31 -0.83469 -1.11059 4.09751
H32 0.84372 -1.23026 3.52765
H33 0.19441 -2.52546 4.50868
N3 -9.72868 -5.55501 2.52392
C23 -8.77968 -5.21580 1.97826
C24 -7.58657 -4.71448 1.38192
C25 -6.40212 -4.59285 2.08468
C26 -5.33042 -4.04331 1.44258
C27 -5.38828 -3.44279 0.11688
C28 -6.60267 -3.51402 -0.51083
C29 -7.64917 -4.20276 0.08854
C30 -4.25867 -2.73093 -0.40552
C31 -3.24299 -2.08680 -0.71050
H34 -6.36789 -4.92795 3.12421
H35 -4.40354 -4.05670 1.95808
H36 -6.67503 -3.03769 -1.48658
H37 -8.55245 -4.31126 -0.49225
O4 1.17918 -1.75274 -0.57292
S1 2.15550 -1.91910 0.58336
C32 3.25548 -3.18194 0.04016
C33 4.24637 -3.55474 0.88305
C34 5.30108 -4.32860 0.41054
C35 5.26180 -4.75125 -0.91294
C36 4.26189 -4.34596 -1.77119
C37 3.21063 -3.52699 -1.28744
C38 3.26431 -0.56531 0.54733
C39 3.52949 0.09875 1.75007
C40 4.29657 1.25282 1.70418
C41 4.72198 1.69595 0.47297
C42 4.49738 1.00759 -0.71618
C43 3.71339 -0.13186 -0.69056
H38 4.20676 -3.25949 1.92962
H39 6.15730 -4.52737 1.06243
H40 5.99161 -5.44987 -1.31333
H41 4.20386 -4.67223 -2.78115
H42 2.39474 -3.14968 -1.88625
H43 3.11157 -0.29165 2.66423
H44 4.46432 1.76309 2.61006
H45 5.30724 2.58423 0.44698
H46 4.86923 1.33338 -1.67811
H47 3.44277 -0.67644 -1.60121


No. 3
The following is a quantum chemistry calculation of a structure of composition C43H47IN4O5PReS, from the Open Molecules 2025 dataset.

The value obtained for the calculated total energy is -3377.3120 hartree. As for the multiplicity: 2. As for the total charge: +1. As for the gap between HOMO and LUMO (spin up / spin down): 0.212 / 0.208 Eh. As for the expectation value of S²: 0.994. The calculation puts the energy above the lowest of the compared OMol25 structures with the same formula, charge and spin at 43.33 kcal per mole.

Positions of all 103 atoms, in Å:
Re1 0.02042 0.02419 0.06922
C1 4.27682 -1.28071 2.04432
C2 3.37672 -0.37811 2.81432
N1 3.70522 -0.08601 4.04032
C3 2.94252 0.70269 4.79102
C4 1.87172 1.39709 4.27582
C5 1.00842 2.26609 5.14802
O1 -0.32528 1.80379 5.20632
C6 1.48242 1.14299 2.93572
C7 0.48662 1.99899 2.36892
N2 -0.40868 1.74329 1.47002
C8 -1.34018 2.75379 1.18582
C9 -1.73158 3.67539 2.17362
C10 -2.60618 4.70739 1.89822
C11 -3.07468 4.89479 0.60732
C12 -2.75388 3.97499 -0.37328
C13 -1.95228 2.88739 -0.06458
I1 -1.80458 1.32799 -1.51438
C14 2.14652 0.10119 2.21862
O2 1.73642 -0.41671 1.12582
H1 4.67182 -2.04541 2.70752
H2 5.12682 -0.72061 1.65462
H3 3.75282 -1.73431 1.20842
H4 3.21982 0.78069 5.83162
H5 1.03322 3.31009 4.79402
H6 1.36762 2.25299 6.17832
H7 -0.62188 1.53349 4.32802
H8 0.51972 3.01169 2.77952
H9 -1.37858 3.55599 3.18702
H10 -2.92268 5.36819 2.69192
H11 -3.71068 5.73119 0.37062
H12 -3.13768 4.08659 -1.37548
C15 0.92302 -3.16751 2.30682
C16 -0.25248 -2.34661 2.83862
C17 -1.08678 -3.20391 3.78662
P1 -1.19298 -1.65151 1.37122
C18 -2.92978 -1.37961 1.97162
C19 -3.88788 -1.15541 0.80542
C20 -2.94538 -0.19851 2.93882
C21 -1.26538 -3.03131 0.21032
C22 -1.99338 -4.19471 0.40112
C23 -1.92208 -5.24661 -0.50508
C24 -2.71718 -6.49791 -0.33728
C25 -1.06028 -5.10961 -1.59788
C26 -0.36328 -3.94991 -1.82778
C27 -0.48358 -2.84851 -0.95508
N3 0.12102 -1.65661 -1.20248
C28 0.40922 -1.36341 -2.54138
C29 -0.66398 -1.30931 -3.46358
C30 -2.07978 -1.64891 -3.08808
C31 -0.40388 -0.91881 -4.76288
C32 0.88152 -0.63081 -5.21448
C33 1.10902 -0.17271 -6.61198
C34 1.93162 -0.76451 -4.31218
C35 1.71852 -1.11691 -2.98768
C36 2.88412 -1.25971 -2.06148
H13 1.63192 -3.35451 3.10992
H14 1.43922 -2.65061 1.49952
H15 0.57972 -4.12781 1.92802
H16 0.13732 -1.47401 3.37882
H17 -1.57388 -4.01441 3.24982
H18 -1.83218 -2.62931 4.32832
H19 -0.42228 -3.65261 4.52312
H20 -3.22188 -2.30291 2.48462
H21 -3.61868 -0.26161 0.24162
H22 -4.90008 -1.02171 1.18672
H23 -3.89178 -2.00731 0.12612
H24 -2.64638 0.70449 2.41002
H25 -2.26928 -0.36251 3.77672
H26 -3.94668 -0.04551 3.33292
H27 -2.64178 -4.27881 1.25982
H28 -3.29458 -6.49101 0.58172
H29 -2.06298 -7.36841 -0.33908
H30 -3.40868 -6.61221 -1.17058
H31 -0.94008 -5.93791 -2.27968
H32 0.28752 -3.85881 -2.68358
H33 -2.26178 -1.58871 -2.01578
H34 -2.30748 -2.67041 -3.39898
H35 -2.77418 -0.98321 -3.60028
H36 -1.23658 -0.82651 -5.44468
H37 0.17542 -0.12661 -7.16638
H38 1.79982 -0.83361 -7.13138
H39 1.54422 0.82589 -6.59068
H40 2.94032 -0.54961 -4.63108
H41 3.52842 -2.07751 -2.38428
H42 2.56842 -1.44411 -1.03588
H43 3.46982 -0.34371 -2.09488
O3 1.37022 2.65819 -5.04748
S1 2.32582 2.71749 -3.97758
O4 3.70442 2.51899 -4.30408
N4 1.86422 1.66629 -2.78968
C37 1.51052 2.29109 -1.71698
O5 1.11692 1.73949 -0.65068
C38 1.59272 3.77809 -1.77278
C39 1.25402 4.69419 -0.78918
C40 1.44972 6.04279 -1.04998
C41 1.98112 6.46029 -2.26118
C42 2.29432 5.54019 -3.25768
C43 2.08732 4.20719 -2.99158
H44 0.84192 4.36449 0.15442
H45 1.19182 6.77519 -0.29808
H46 2.15452 7.51209 -2.43088
H47 2.70232 5.85179 -4.20538


No. 4
The following is a quantum chemistry calculation of a structure of composition C43H47LiN4Sb, from the Open Molecules 2025 dataset.

The value obtained for the calculated total energy is -2133.4955 hartree. As for the total charge: -1. As for the gap between HOMO and LUMO: 0.231 Eh.

Positions of all 96 atoms, in Å:
Li1 10.47945 10.92977 8.35132
C1 13.64062 12.60948 7.95897
C2 14.40407 11.28862 8.29791
C3 13.58491 10.29974 9.09137
N1 12.31623 9.85126 8.50849
C4 12.23271 8.63551 8.09770
C5 13.37811 7.79843 7.83822
C6 13.62785 6.47466 7.58557
C7 12.72005 5.36542 7.62378
C8 11.33332 5.56153 7.57053
C9 10.61899 6.74057 7.60316
C10 10.85574 8.12984 7.93354
N2 9.89493 9.01367 8.10181
C11 8.51149 8.56850 8.10337
C12 7.50248 9.70265 8.25735
C13 7.68203 10.68980 9.38721
N3 8.73131 11.67115 9.15223
C14 8.30078 12.74848 8.66762
C15 7.00706 13.16545 8.24535
C16 6.55213 14.37966 7.78976
C17 7.14601 15.66831 7.79995
C18 8.48758 15.91371 8.16365
C19 9.51362 15.00285 8.27151
C20 9.47489 13.59540 8.15765
N4 10.50639 12.91997 7.80989
C21 11.55319 13.61219 7.07706
C22 12.67788 12.65658 6.73218
H1 14.31748 13.52711 7.86020
H2 13.03982 12.72627 8.88915
H3 15.31519 11.43034 8.86752
H4 14.81361 10.89928 7.35359
H5 13.32631 10.94223 10.01444
H6 14.23460 9.48054 9.43392
H7 14.24392 8.38045 7.81449
H8 14.71216 6.24919 7.41589
H9 13.07900 4.35910 7.44857
H10 10.79543 4.63825 7.43874
H11 9.59099 6.49189 7.43869
H12 8.36299 7.81698 8.88889
H13 8.30208 7.93578 7.19578
H14 6.53534 9.20525 8.30730
H15 7.35904 10.33273 7.37678
H16 8.02585 10.06940 10.29383
H17 6.73857 11.16912 9.67182
H18 6.27545 12.32259 8.16667
H19 5.42390 14.39356 7.51444
H20 6.48005 16.47764 7.58945
H21 8.72081 16.95553 8.36660
H22 10.44421 15.51739 8.54230
H23 11.95394 14.45006 7.63407
H24 11.27322 14.03814 6.14388
H25 13.16536 13.01971 5.87152
H26 12.36150 11.61986 6.56343
C23 11.33214 13.62189 11.12058
C24 12.18795 13.28021 12.26088
C25 13.27923 14.14019 12.53058
C26 14.03517 13.98446 13.66466
C27 13.75317 12.93488 14.55069
C28 12.72215 12.03699 14.20503
C29 11.94539 12.24925 13.08219
Sb1 10.31110 10.94702 12.64103
C30 10.11519 10.53656 14.76712
C31 10.20281 9.22036 15.20398
C32 10.03173 8.91648 16.57128
C33 9.57595 9.81241 17.47008
C34 9.46389 11.13288 17.01178
C35 9.58070 11.48335 15.68290
C36 9.17087 12.88687 15.22722
C37 11.62376 9.20965 12.24985
C38 12.92545 9.14168 12.70252
C39 13.76476 7.99871 12.42781
C40 13.29106 7.01974 11.60245
C41 11.99716 7.11071 11.09651
C42 11.12964 8.12753 11.52284
C43 9.68872 7.99014 11.14786
H27 11.83249 14.40910 10.49786
H28 10.34192 13.99824 11.44442
H29 11.03583 12.77629 10.44680
H30 13.51018 15.00015 11.87393
H31 14.90518 14.70009 13.94441
H32 14.26204 12.86192 15.51168
H33 12.51955 11.17835 14.83274
H34 10.53031 8.39346 14.53089
H35 10.23578 7.94798 16.92017
H36 9.45930 9.59811 18.53262
H37 9.22655 11.88622 17.75995
H38 8.98936 13.46845 16.14854
H39 8.22800 12.77855 14.63563
H40 9.96534 13.35267 14.58132
H41 13.26700 9.89530 13.35052
H42 14.64764 8.01103 12.99629
H43 13.97231 6.19057 11.35495
H44 11.65770 6.31575 10.42770
H45 9.61699 7.13567 10.40679
H46 9.29092 8.90663 10.75427
H47 9.06895 7.76127 12.04002


Question: What is the formula in the third record?
Answer: C43H47IN4O5PReS


Question: What is the calculated total energy in the third record?
Answer: -3377.3120 hartree


Question: The highest calculated total energy belongs to which entry?
Answer: C43H47LiN4Sb